No. 1
This record from the OMol25 dataset describes C20H28O5 in the gas phase. The level of theory is ωB97M-V with the def2-TZVPD basis set.

SMILES string: C=CCc1cc(C)ccc1OCCCC(C(=O)OCC)C(=O)OCC
Molecular weight: 348.439 g mol⁻¹
Net charge: 0
HOMO-LUMO gap: 8.969 eV
Spin multiplicity: 1
Relative energy (zero: lowest compared OMol25 entry of this formula, charge and spin): 4.3 kcal per mole

Each line ends with the Mulliken charge.
Geometry (Å):
C 5.45512 1.46521 -1.97614  -0.7523
C 5.06340 2.29756 -1.03112  -0.1569
C 4.40936 1.91090 0.26510  -1.0864
C 4.11297 0.44348 0.36778  0.2923
C 5.00087 -0.42269 0.97618  -0.2665
C 4.76142 -1.79076 1.05321  0.6040
C 5.74766 -2.69573 1.72855  -1.4265
C 3.59261 -2.27755 0.49518  -1.0979
C 2.68292 -1.43070 -0.11858  -0.7569
C 2.93092 -0.06735 -0.19182  1.1063
O 2.11480 0.85419 -0.78877  -0.3471
C 0.86779 0.45637 -1.30602  -1.1471
C -0.18802 0.25440 -0.21448  -0.0112
C -1.52761 -0.15691 -0.81559  -1.2806
C -2.59260 -0.36271 0.26217  0.9901
C -2.90827 0.91231 1.04046  -0.0553
O -3.14120 0.92891 2.21959  -0.6100
O -2.92426 1.97578 0.24744  -0.2276
C -3.30936 3.22283 0.83131  -0.3070
C -4.82365 3.34998 0.90139  -1.1388
C -3.92185 -0.76607 -0.36985  -0.0485
O -4.36870 -0.29048 -1.37787  -0.5696
O -4.52594 -1.69138 0.36858  -0.3182
C -5.80720 -2.15152 -0.07395  -0.2153
C -5.67048 -3.23879 -1.12944  -1.1259
H 5.92068 1.81601 -2.88176  0.2785
H 5.32488 0.39957 -1.88687  0.2712
H 5.21099 3.36393 -1.15159  0.3454
H 3.47691 2.47456 0.35492  0.2917
H 5.06571 2.21528 1.08640  0.4364
H 5.91073 -0.02192 1.40100  0.4048
H 5.80751 -2.46432 2.79186  0.3137
H 6.74130 -2.56253 1.30320  0.3441
H 5.45794 -3.73769 1.61846  0.3487
H 3.37694 -3.33579 0.53544  0.3291
H 1.78769 -1.85811 -0.54253  0.4118
H 0.56547 1.27959 -1.96008  0.4313
H 0.96662 -0.44748 -1.92056  0.3409
H -0.29547 1.18911 0.33849  0.2387
H 0.15523 -0.50716 0.48925  0.4565
H -1.40920 -1.09062 -1.37080  0.5586
H -1.88003 0.60527 -1.51117  0.3325
H -2.30539 -1.12886 0.98598  0.5166
H -2.87263 3.29673 1.83275  0.3445
H -2.87902 3.98369 0.17733  0.3264
H -5.25573 3.19645 -0.08451  0.2963
H -5.22782 2.60637 1.58408  0.3090
H -5.09159 4.33970 1.25971  0.4013
H -6.36876 -1.30168 -0.47490  0.3158
H -6.29490 -2.53165 0.82548  0.3219
H -6.65489 -3.61102 -1.39760  0.3741
H -5.07144 -4.06139 -0.74659  0.2992
H -5.19247 -2.83529 -2.01869  0.3137

No. 2
This record from the OMol25 dataset describes a molecular structure, C20H29AsNS4Se4Ta in a non-equilibrium geometry. The level of theory is ωB97M-V with the def2-TZVPD basis set.

Molecular weight: 983.437 g mol⁻¹
Net charge: +2
HOMO-LUMO gap (alpha / beta): 5.018 / 5.017 eV
Spin multiplicity: 1
Relative energy (zero: lowest compared OMol25 entry of this formula, charge and spin): 100.0 kcal per mole

Each line ends with the Mulliken charge.
Geometry (Å):
Ta 11.48634 7.79130 7.75938  -0.6926
C 11.62368 11.25972 5.84677  -0.9595
C 10.21270 11.26867 6.31962  -0.7744
S 9.69682 9.81738 7.32116  0.1925
C 9.28474 10.80744 8.95164  -1.0367
C 10.57424 11.30237 9.62466  -0.8670
S 11.89399 10.06751 9.21689  0.2991
C 13.48682 11.15423 9.00734  -0.7021
C 13.93018 10.90273 7.58061  -0.8146
S 12.70427 9.88469 6.49286  0.3532
H 12.27053 12.09258 6.06524  0.4920
H 11.79010 11.17608 4.79317  0.5062
H 9.55964 11.23985 5.45146  0.5326
H 10.06948 12.17536 6.93148  0.4013
H 8.74896 10.03559 9.50893  0.4116
H 8.59600 11.65744 8.70279  0.5056
H 10.56724 11.32186 10.72444  0.5462
H 10.86551 12.28674 9.30984  0.4627
H 14.28137 10.92372 9.74556  0.4577
H 13.22154 12.24000 9.04105  0.3034
H 14.86027 10.26636 7.56055  0.2800
H 14.20378 11.80188 7.01017  0.6964
C 16.31359 7.58945 8.14131  -0.8450
C 16.57816 7.17589 9.50378  -0.8338
C 15.44307 6.81892 10.17731  -0.9831
C 14.13446 7.04324 9.63525  0.4281
N 13.93377 7.63463 8.42061  1.2231
C 15.00325 7.80033 7.68883  -0.7499
C 12.91237 6.70207 10.29156  -0.2472
C 12.98049 5.68172 11.31151  -1.0635
C 11.83284 5.58530 12.09702  -0.9934
C 10.80275 6.53026 11.90300  -0.7770
C 10.73866 7.30821 10.77776  -0.6413
C 11.72216 7.25915 9.78658  2.3980
H 17.15318 7.80768 7.46154  0.4468
H 17.64239 7.11413 9.89965  0.4100
H 15.45638 6.44275 11.19150  0.5376
H 14.90984 8.13963 6.65706  0.7155
H 13.84389 5.10323 11.43273  0.6684
H 11.71667 4.81796 12.82732  0.4894
H 9.93908 6.63774 12.54539  0.4451
H 9.90888 7.94884 10.57312  0.4784
Se 11.19934 5.10588 7.89830  -0.0233
Se 13.36370 4.42283 7.65623  -0.1824
Se 12.80880 6.37982 5.96115  -0.0106
Se 10.77733 7.21736 5.11817  -0.0747
C 7.93380 5.03898 5.65517  -0.8742
As 7.53010 6.76793 6.47741  0.7804
C 5.65597 6.44862 6.98238  -1.1466
C 7.31397 7.96236 4.92478  -1.1164
S 9.18056 6.86689 8.20700  -0.3791
H 7.84957 5.22872 4.57048  0.3905
H 7.28223 4.22813 5.92252  0.3862
H 8.94502 4.72357 5.92883  0.2043
H 5.61250 5.54511 7.62822  0.3860
H 4.88553 6.41260 6.17892  0.4377
H 5.26974 7.27440 7.59546  0.4022
H 6.25214 7.65886 4.65463  0.4091
H 7.97614 7.58008 4.14227  0.4054
H 7.53511 8.98000 5.15054  0.3054

No. 3
This record from the OMol25 dataset describes a molecular structure, C20H29Br2F4N2O4PSi2. The level of theory is ωB97M-V with the def2-TZVPD basis set.

Molecular weight: 684.408 g mol⁻¹
Net charge: 0
HOMO-LUMO gap: 8.913 eV
Spin multiplicity: 1

Each line ends with the Mulliken charge.
Geometry (Å):
C 5.23804 -0.62755 0.33576  -1.1087
C 4.55744 -1.20019 -0.90390  0.1633
Br 5.86205 -1.37983 -2.36553  -0.0757
C 3.33747 -0.44159 -1.39270  -0.6353
Br 3.74348 1.43674 -1.72204  -0.0825
Si 1.86317 -0.34318 -0.21995  -0.2277
O 0.71026 0.56512 -0.93367  0.0331
Si -0.69353 1.13482 -0.27515  -0.0760
C -2.17539 0.50115 -1.21193  -0.4374
C -3.11285 -0.34846 -0.35357  -0.5955
C -4.26209 -0.95112 -1.14775  0.3547
N -5.28539 -1.59484 -0.41063  -0.5504
O -4.30984 -0.88603 -2.34995  -0.5146
P -0.57114 3.40571 -0.25141  0.7463
N 0.25957 3.96319 -1.41604  -0.7101
O -2.10703 3.91169 -0.29660  -0.4961
O -0.02087 3.80853 1.21922  -0.5339
C 1.03775 -2.07745 0.08663  0.9665
F 0.22160 -1.97089 1.17476  -0.3113
F 0.23353 -2.39753 -0.97384  -0.3151
C 1.96617 -3.26097 0.30491  -0.1073
F 1.28549 -4.33768 0.73374  -0.2827
F 2.86295 -2.91604 1.26956  -0.1580
H 6.07016 0.02245 0.06798  0.4867
H 5.62273 -1.44292 0.95074  0.3415
H 4.53175 -0.04791 0.93552  0.2152
H 4.28667 -2.24262 -0.73959  0.1309
H 3.00440 -0.84097 -2.35429  0.6765
H 2.21955 0.19475 1.10287  -0.0504
H -0.78288 0.69958 1.14862  -0.1388
H -1.79753 -0.11714 -2.03369  0.4218
H -2.72704 1.32035 -1.68463  0.4506
H -2.56921 -1.19032 0.09667  0.2871
H -3.52944 0.21562 0.49255  0.3775
H -5.24600 -1.33230 0.56947  0.2709
H -5.20258 -2.60587 -0.45269  0.2665
H 1.04744 4.54562 -1.15719  0.2442
H -2.70829 3.46038 0.31071  0.3344
H -0.50412 3.41480 1.95597  0.3336
H 2.50793 -3.52772 -0.60715  0.3154
C 5.39482 -0.71770 4.84687  -0.5722
C 6.14535 -1.22543 5.89849  -0.3310
C 6.24415 -2.59804 6.08106  -0.4341
C 5.59500 -3.46374 5.21143  -0.3798
C 4.84481 -2.95714 4.15885  -0.4570
C 4.74502 -1.58433 3.97884  -0.0597
H 5.31751 0.35275 4.70359  0.3657
H 6.65413 -0.55122 6.57559  0.3593
H 6.82786 -2.99356 6.90249  0.3578
H 5.67363 -4.53397 5.35411  0.3682
H 4.33752 -3.63004 3.47934  0.3604
H 4.15533 -1.19045 3.16042  0.4307
C -7.11702 3.75613 -4.55591  -0.3826
C -5.82368 3.28400 -4.73437  -0.4479
C -5.44173 2.07638 -4.16572  -0.4082
C -6.35034 1.33789 -3.41924  -0.2426
C -7.64351 1.81291 -3.24122  -0.5348
C -8.02728 3.02049 -3.80872  -0.3111
H -7.41558 4.69779 -4.99916  0.3556
H -5.11375 3.85725 -5.31709  0.3644
H -4.43371 1.70450 -4.30237  0.4142
H -6.04366 0.39857 -2.98037  0.4496
H -8.35362 1.23807 -2.65962  0.3676
H -9.03566 3.38956 -3.66909  0.3582

No. 4
This record from the OMol25 dataset describes 5 unconnected molecules or ions with the total composition C20H29ClFNO19S4 in a non-equilibrium geometry. The level of theory is ωB97M-V with the def2-TZVPD basis set.

SMILES string: CCN(CCC1=C(F)C(=O)C=C(Cl)C1=O)C(C)=O.O=S1(=O)OCCO1.O=S1(=O)OCCO1.O=S1(=O)OCCO1.O=S1(=O)OCCO1
Molecular weight: 770.159 g mol⁻¹
Net charge: 0
HOMO-LUMO gap: 7.922 eV
Spin multiplicity: 1

Each line ends with the Mulliken charge.
Geometry (Å):
C -1.93076 1.73753 -2.17727  -0.8195
C -3.14332 0.99094 -2.80347  -0.6938
N -3.52295 -0.28528 -2.19392  0.4285
C -3.87189 -0.20293 -0.77031  -0.6139
C -3.64450 -1.47834 0.06985  -1.6663
C -2.23828 -1.67077 0.58945  0.2160
C -1.52428 -0.81367 1.28012  1.1920
F -2.02591 0.36418 1.64396  -0.2934
C -0.10269 -1.12287 1.69824  -0.0020
O 0.41884 -0.53263 2.58132  -0.5611
C 0.63247 -2.17736 0.91250  -0.5232
C -0.05638 -3.06749 0.23499  0.3796
Cl 0.63765 -4.33296 -0.72338  -0.1498
C -1.56498 -3.00398 0.29321  0.3404
O -2.24216 -3.96034 0.15477  -0.5301
C -2.71830 -1.39983 -2.58119  0.3337
C -1.19126 -1.41559 -2.60206  -1.1076
O -3.27557 -2.40847 -2.87827  -0.5792
H -1.12728 1.08966 -1.81498  0.1248
H -2.30223 2.27909 -1.28997  0.2588
H -1.55484 2.51000 -2.85763  0.3757
H -2.90232 0.81104 -3.86197  0.4196
H -4.02066 1.65209 -2.76878  0.3789
H -4.95859 -0.00746 -0.71906  0.3246
H -3.41164 0.63882 -0.23259  0.3168
H -4.29455 -1.37963 0.95575  0.5781
H -4.00390 -2.38490 -0.42855  0.4550
H 1.71770 -2.21719 0.84313  0.4507
H -0.83305 -0.74442 -3.39964  0.4350
H -0.77853 -1.00015 -1.67047  0.1076
H -0.76884 -2.41040 -2.75798  0.3114
O 4.84690 -0.50261 -2.74231  -0.5790
S 4.28196 -0.70424 -1.45798  0.9555
O 2.92341 -1.08382 -1.28165  -0.3176
O 4.57786 0.59763 -0.56628  -0.3492
C 5.30286 0.22801 0.61739  -0.1318
C 6.09181 -1.00502 0.22103  -0.3563
O 5.20187 -1.73519 -0.64158  -0.3450
H 4.57892 0.00013 1.40396  0.2411
H 5.93880 1.04170 0.93942  0.2685
H 6.38039 -1.61257 1.06934  0.3600
H 6.98111 -0.74310 -0.35549  0.3016
O 7.55012 0.05124 2.18802  -0.4476
S 8.86407 0.42476 2.59317  1.0656
O 10.01391 -0.25707 2.13158  -0.5714
O 8.89354 0.48358 4.19710  -0.3164
C 9.28731 1.79175 4.63067  -0.3406
C 8.81766 2.72164 3.53172  -0.2964
O 9.05531 1.99567 2.31910  -0.3280
H 10.37473 1.80660 4.72794  0.2991
H 8.83522 2.02480 5.59158  0.3150
H 9.35618 3.66555 3.52365  0.3203
H 7.74518 2.91607 3.60719  0.2629
O -9.08433 -1.80820 -4.49293  -0.5555
S -8.28228 -2.93845 -4.80057  1.1387
O -8.50332 -3.73034 -5.95601  -0.5423
O -8.25237 -3.89710 -3.50795  -0.3379
C -6.89862 -4.09585 -3.08100  -0.2598
C -6.16688 -2.83977 -3.50149  0.0312
O -6.73711 -2.49862 -4.77404  -0.3230
H -6.50431 -4.97569 -3.59423  0.3402
H -6.86017 -4.25750 -2.00618  0.2831
H -5.09535 -2.98957 -3.58617  0.1983
H -6.36306 -2.01617 -2.80990  0.1012
O -1.34218 6.75724 1.85695  -0.5439
S -2.10793 5.89575 2.68329  1.0889
O -3.37952 6.26289 3.18898  -0.5284
O -1.17686 5.41522 3.90610  -0.3153
C -1.08823 3.98652 3.92000  -0.3414
C -1.25780 3.57182 2.47421  0.0761
O -2.24532 4.46781 1.95238  -0.2718
H -1.89852 3.59945 4.54186  0.3208
H -0.13349 3.66919 4.33247  0.3118
H -1.58455 2.54129 2.37205  0.0067
H -0.33395 3.71784 1.90882  0.2249